Here is a molecular structure, C13H27CaNO8 from OMol25. Energies are from ωB97M-V/def2-TZVPD.

Geometry as XYZ:
```
50
Properties=species:S:1:pos:R:3:forces:R:3:lowdin_charge:R:1
Ca -0.3019 -0.0134 -0.2778 2.8 2.9 -2.1 1.403
C 2.1588 1.7798 3.3779 -0.3 0.2 -0.3 -0.046
C 1.3245 1.9848 2.0808 0.3 -0.3 -0.5 -0.729
O 0.8190 0.9064 1.6104 -0.5 -0.2 0.7 -0.207
O 1.2806 3.1140 1.6053 -0.1 0.0 0.5 -0.004
H 3.0456 2.4084 3.3016 0.1 -0.1 0.1 0.055
H 2.3966 0.7218 3.4905 0.2 0.0 0.2 0.037
H 1.5860 2.1236 4.2445 0.0 -0.1 0.0 0.050
C 4.1541 0.0632 -1.9191 -0.4 -0.9 0.0 -0.053
C 3.0024 1.0847 -1.8474 -0.7 1.2 0.5 -0.740
O 3.1654 2.1607 -2.4696 0.3 -0.6 -0.1 -0.090
O 2.0222 0.7904 -1.1076 0.5 -0.6 -0.3 -0.122
H 3.8071 -0.8719 -1.4669 0.1 0.0 0.0 0.032
H 5.0470 0.3874 -1.3827 0.0 0.3 -0.1 0.051
H 4.4029 -0.1771 -2.9557 0.1 0.3 0.0 0.051
C -1.0582 -2.5090 -3.7868 0.5 -0.2 0.1 -0.031
C -0.6699 -1.6319 -2.5764 0.0 -0.2 -0.3 -0.756
O -1.6088 -1.1481 -1.8768 -0.6 -0.3 -0.1 -0.183
O 0.5342 -1.4808 -2.3263 0.0 -0.3 0.1 -0.052
H -1.4402 -3.4641 -3.4146 -0.3 0.1 0.0 0.056
H -0.1621 -2.7533 -4.3593 0.0 0.2 0.0 0.058
H -1.7850 -2.0469 -4.4531 -0.2 0.1 0.2 0.058
C -2.3717 3.3642 0.6163 -0.2 1.5 0.0 -0.098
C -2.1427 2.5932 -0.6770 1.7 -1.6 -0.6 -0.684
C -2.6804 3.3481 -1.9067 -0.1 -1.0 0.4 -0.098
O -0.8119 2.2511 -0.8732 -1.1 -0.3 0.5 -0.371
H -1.7250 3.0178 1.4215 0.2 0.0 -0.2 0.059
H -3.3978 3.4656 1.0053 -0.2 -0.6 -0.3 0.046
H -2.1410 4.4088 0.3532 0.5 -0.1 0.5 0.065
H -2.6871 1.6215 -0.5614 -0.9 0.0 -0.2 0.090
H -2.4697 2.7679 -2.8065 -0.2 -0.3 0.1 0.059
H -2.1032 4.2616 -2.0581 -0.4 0.4 0.4 0.066
H -3.7663 3.4162 -1.7544 0.0 0.8 -0.4 0.053
C -1.8403 -3.1794 0.7420 -0.4 -0.4 0.4 -0.060
C -1.4485 -2.1278 1.7764 2.1 0.0 -0.6 -0.373
C 0.1108 -2.2597 1.9485 0.6 1.6 1.1 -0.198
O 0.9298 -1.9895 0.7996 -1.7 -0.6 0.4 -0.258
C 2.2856 -1.8758 1.1618 0.3 0.5 0.1 -0.093
N -1.8132 -0.7903 1.2651 -2.6 -0.1 0.9 -0.064
H -2.7085 -2.8817 0.1534 0.0 -0.1 0.0 0.075
H -2.0389 -4.1116 1.2801 -0.2 0.0 -0.1 0.073
H -1.0214 -3.3910 0.0566 0.0 0.3 -0.1 0.080
H -1.8582 -2.3007 2.7736 -0.1 -0.2 0.0 0.128
H 0.4653 -3.1961 2.3978 -0.6 -0.4 -0.2 0.120
H 0.3932 -1.4954 2.6901 -0.1 0.1 0.0 0.113
H 2.6620 -2.7663 1.6824 -0.1 -0.3 -0.3 0.082
H 2.4365 -1.0413 1.8524 -0.2 0.2 -0.2 0.078
H 2.8059 -1.6714 0.2321 0.2 0.0 0.1 0.078
H -2.8104 -0.8589 1.0289 0.4 -0.4 -0.9 0.094
H -1.9730 -0.0080 1.9092 1.4 -0.4 0.7 0.104
```
Forces are in eV/Å.

## Properties
**HOMO energy**: -0.71 eV
**Total charge**: -2
**Electronic energy**: -1845.9733 hartree
**Largest force on an atom**: 4.55 eV Å⁻¹
**M**: 365.4 g mol⁻¹
**Kohn-Sham gap**: 0.1870 Eh
**LUMO energy**: 4.37 eV


Here is 2 unconnected molecules or ions with the total composition C6H12N2 from OMol25. Energies are from ωB97M-V/def2-TZVPD.

Geometry as XYZ:
```
20
Properties=species:S:1:pos:R:3:forces:R:3:lowdin_charge:R:1
C 2.7866 -0.6354 -0.2052 -1.6 -1.1 2.6 -0.186
C 2.7204 0.8724 0.0527 0.9 -0.1 0.7 -0.159
H 3.1227 -1.0390 -1.1114 0.4 -0.3 -1.3 0.037
H 3.2084 -1.1948 0.6162 2.6 0.5 0.3 0.046
H 1.9442 -1.2735 0.2026 -1.1 1.4 -1.7 0.061
H 3.6108 1.4471 -0.4170 -1.6 -0.9 0.9 0.094
H 2.7034 0.9530 1.1667 0.5 0.4 -0.8 0.070
H 1.7676 1.3170 -0.2090 0.0 0.1 -0.7 0.040
C -2.5015 1.3911 0.9885 -3.3 0.3 1.4 -0.061
C -2.1353 -0.0229 -1.0310 3.6 -2.6 2.3 0.009
C -2.0851 0.1663 0.3675 0.0 -1.6 -4.2 -0.428
C -0.8875 -1.6441 -0.0031 -4.1 5.6 -0.8 -0.164
N -1.1815 -1.1401 -1.2591 -1.9 1.1 3.0 0.069
N -1.4802 -0.8756 0.9158 2.2 -1.7 1.5 0.071
H -2.4666 0.6047 -1.7781 -0.5 1.0 -1.6 0.068
H -0.8783 -1.6317 -2.0506 -0.1 -0.2 -1.5 0.108
H -1.7431 1.9412 1.4491 1.7 0.8 0.4 0.051
H -3.2326 1.2473 1.8894 0.8 0.2 -1.9 0.120
H -0.3728 -2.4490 0.2815 2.1 -3.1 0.3 0.069
H -2.8994 1.9661 0.1347 -0.4 0.3 1.0 0.084
```
Forces are in eV/Å.

## Properties
**HOMO energy**: -8.43 eV
**Total charge**: 0
**Electronic energy**: -345.2443 hartree
**SMILES**: Cc1c[nH]cn1.CC
**Largest force on an atom**: 7.01 eV Å⁻¹
**M**: 112.2 g mol⁻¹
**Kohn-Sham gap**: 0.3443 Eh
**LUMO energy**: 0.94 eV


Here is a single C6H9NS molecule from OMol25. Energies are from ωB97M-V/def2-TZVPD.

Geometry as XYZ:
```
17
Properties=species:S:1:pos:R:3:forces:R:3:lowdin_charge:R:1
C -1.0382 -0.7617 1.2675 -0.1 0.5 -0.2 -0.638
C -0.9244 -1.1263 -0.2217 0.0 0.5 -0.1 -0.181
C 0.7102 0.3065 -1.4347 -0.3 -0.3 -0.9 -0.245
C 1.9360 1.0818 -1.2657 1.1 0.6 0.1 -0.125
C 2.9388 1.7408 -1.1149 -0.8 -0.6 -0.1 0.113
C 0.0070 0.3297 0.9620 1.0 -0.3 0.4 -0.193
H -3.1743 -1.3366 2.1602 0.1 0.3 0.0 -0.140
H -0.6195 -1.5306 1.8994 0.0 -0.2 0.2 0.097
H -1.6821 -0.6202 -0.8455 0.1 0.0 0.2 0.115
H -0.9020 -2.1697 -0.4766 0.1 -0.5 -0.1 0.103
H -0.1014 1.0132 -1.7348 0.2 -0.3 0.2 0.127
H 0.8176 -0.4263 -2.2789 0.0 0.7 0.6 0.140
H 3.8442 2.2985 -0.9917 -0.3 -0.1 0.0 0.025
H 0.8440 0.4930 1.6919 -0.8 -0.1 -0.6 0.129
H -0.4473 1.2818 0.6915 -0.2 0.3 0.1 0.107
N 0.3840 -0.4372 -0.2462 -0.2 -0.2 0.3 -0.164
S -2.5926 -0.1368 1.9382 -0.1 -0.3 0.0 0.728
```
Forces are in eV/Å.

## Properties
**HOMO energy**: -8.97 eV
**Total charge**: 0
**Electronic energy**: -686.8511 hartree
**SMILES**: C#CCN1CC(S)C1
**Largest force on an atom**: 1.32 eV Å⁻¹
**M**: 127.2 g mol⁻¹
**Kohn-Sham gap**: 0.3614 Eh
**LUMO energy**: 0.87 eV


Here is a single C3H5N3 molecule from OMol25. Energies are from ωB97M-V/def2-TZVPD.

Geometry as XYZ:
```
11
Properties=species:S:1:pos:R:3:forces:R:3:lowdin_charge:R:1
N -1.9274 -0.3784 0.6997 0.1 -0.1 0.1 0.058
C -0.6742 -0.0826 1.0228 -0.2 0.1 -0.2 -0.209
C 1.2685 -1.4271 -0.7091 -0.1 0.5 0.0 0.030
N 1.6177 -0.1496 -0.7385 0.1 -0.3 0.0 -0.092
C 0.9311 1.0108 -0.2875 -0.4 -0.1 0.2 -0.196
N -0.1245 0.9648 0.4177 0.4 -0.2 -0.2 0.034
H -2.4782 0.0986 -0.0085 0.2 0.0 0.0 0.105
H -2.3793 -1.1337 1.1921 0.1 0.2 -0.1 0.089
H 0.2001 -1.4494 -0.4186 0.2 0.0 -0.1 -0.037
H 2.5679 0.0492 -1.0386 -0.1 0.0 0.0 0.105
H 1.4162 1.9555 -0.5228 -0.1 -0.1 0.0 0.114
```
Forces are in eV/Å.

## Properties
**HOMO energy (spin up / spin down)**: -8.22 / -8.22 eV
**Total charge**: 0
**Electronic energy**: -281.4355 hartree
**Largest force on an atom**: 0.50 eV Å⁻¹
**M**: 83.1 g mol⁻¹
**Kohn-Sham gap (spin up / spin down)**: 0.3168 / 0.3168 Eh
**LUMO energy (spin up / spin down)**: 0.40 / 0.40 eV